Below is 12 unconnected molecules or ions with the total composition C37H71FNO15S in a non-equilibrium geometry, with properties calculated with ωB97M-V/def2-TZVPD.

```
! RIJCOSX wB97M-V def2-TZVPD def2/J DEFGRID3
* xyz -1 1
C 3.485 -2.738 -1.713
C 2.406 -2.413 -0.994
C 1.411 -1.328 -1.390
N 0.694 -0.834 -0.211
C 2.212 -0.158 -2.064
O 2.370 0.821 -1.318
O 2.641 -0.340 -3.215
S 0.188 -2.133 -2.473
O -0.080 -1.408 -3.665
O -0.965 -2.452 -1.682
F 0.811 -3.519 -2.846
H 4.121 -1.999 -2.176
H 3.769 -3.782 -1.806
H 2.151 -2.929 -0.071
H 1.418 -0.595 0.456
H 0.192 -1.616 0.203
C 6.167 -0.270 -0.343
C 6.475 -1.400 0.608
O 5.631 -1.871 1.336
C 7.889 -1.932 0.614
H 5.119 0.009 -0.252
H 6.789 0.596 -0.108
H 6.360 -0.586 -1.369
H 8.592 -1.143 0.889
H 8.147 -2.316 -0.374
H 7.961 -2.742 1.336
C 2.590 3.402 -0.131
C 1.709 4.274 0.710
O 1.473 4.030 1.877
C 1.097 5.479 0.034
H 2.961 2.569 0.456
H 2.019 2.997 -0.966
H 3.438 3.976 -0.515
H 0.479 5.154 -0.805
H 1.887 6.138 -0.331
H 0.481 6.028 0.742
C -0.655 5.339 3.763
C -0.697 6.839 3.625
O -0.074 7.422 2.767
C -1.568 7.592 4.605
H -0.004 4.900 3.001
H -0.272 5.066 4.749
H -1.664 4.937 3.636
H -1.223 7.414 5.625
H -2.606 7.263 4.513
H -1.514 8.659 4.394
C 3.948 -5.854 -6.321
C 3.671 -4.636 -5.466
O 4.390 -4.333 -4.544
C 2.462 -3.801 -5.815
H 4.845 -6.354 -5.961
H 3.107 -6.547 -6.267
H 4.099 -5.554 -7.359
H 1.554 -4.403 -5.740
H 2.559 -3.408 -6.829
H 2.396 -2.969 -5.116
C 6.056 -5.452 1.976
C 7.355 -5.877 1.337
O 8.378 -5.256 1.509
C 7.318 -7.112 0.467
H 6.216 -4.554 2.566
H 5.313 -5.237 1.207
H 5.682 -6.247 2.625
H 6.624 -6.962 -0.361
H 6.994 -7.973 1.054
H 8.311 -7.305 0.069
C -4.387 -5.538 1.340
C -3.030 -5.429 0.686
O -2.242 -6.349 0.712
C -2.713 -4.124 -0.001
H -4.493 -6.522 1.794
H -4.491 -4.775 2.115
H -5.165 -5.402 0.586
H -2.754 -3.305 0.720
H -3.437 -3.940 -0.796
H -1.722 -4.162 -0.431
C -3.694 6.415 1.213
C -4.683 7.268 1.965
O -5.008 7.016 3.103
C -5.250 8.460 1.231
H -3.365 5.597 1.851
H -4.156 5.998 0.318
H -2.827 7.014 0.929
H -5.778 8.130 0.335
H -4.444 9.137 0.942
H -5.944 8.989 1.880
C -2.531 2.216 6.329
C -1.658 1.124 5.749
O -1.977 -0.038 5.823
C -0.381 1.569 5.081
H -3.415 1.772 6.780
H -1.980 2.769 7.093
H -2.840 2.907 5.542
H 0.251 2.096 5.798
H -0.614 2.234 4.247
H 0.157 0.704 4.702
C -3.495 1.105 1.950
C -2.055 1.149 1.484
O -1.302 0.222 1.639
C -1.578 2.405 0.797
H -3.694 0.144 2.420
H -3.679 1.901 2.675
H -4.168 1.233 1.100
H -1.675 3.265 1.466
H -2.161 2.584 -0.108
H -0.533 2.284 0.523
C -0.391 3.272 -3.907
C -1.236 4.354 -3.283
O -1.520 4.331 -2.108
C -1.711 5.468 -4.188
H -0.117 2.538 -3.153
H -0.948 2.773 -4.701
H 0.520 3.703 -4.327
H -2.323 5.060 -4.993
H -0.854 5.989 -4.618
H -2.305 6.175 -3.612
C -6.931 -7.327 -2.851
C -7.160 -6.104 -1.997
O -6.445 -5.848 -1.059
C -8.321 -5.214 -2.371
H -6.070 -7.874 -2.476
H -7.809 -7.975 -2.818
H -6.743 -7.031 -3.885
H -9.255 -5.776 -2.319
H -8.189 -4.833 -3.385
H -8.371 -4.375 -1.681
*
```

LUMO energy	2.04	eV
HOMO level	-5.0559	eV
DFT total energy	-3133.8299	Ha